(1)
Formula: C22H25N2O
Source: the Open Molecules 2025 dataset
Level of theory: wB97M-V/def2-TZVPD

Summary:
Lowest unoccupied orbital energy = -4.2 eV
Energy above the lowest of the compared OMol25 structures with the same formula, charge and spin = 35.68 kJ/mol
E_HOMO = -11.1 eV
Frontier orbital gap = 6.87 eV
Net charge = +1
Electronic energy = -1037.80692 Eh

Each line ends with the Löwdin charge.
Positions of all 50 atoms, in Å:
C  2.074  -2.651  0.612  -0.0129
C  0.588  -2.562  0.663  -0.3284
N  -0.207  -1.571  0.647  0.1095
C  -1.655  -2.087  0.629  -0.1600
C  -1.585  -3.602  0.686  -0.1579
C  -0.080  -3.935  0.725  -0.1158
H  2.308  -3.708  0.458  0.0855
H  2.508  -2.075  -0.213  0.0645
H  2.539  -2.334  1.554  0.1007
H  -2.217  -1.690  1.481  0.1082
H  -2.184  -1.748  -0.272  0.1096
H  -2.069  -3.962  1.594  0.1108
H  -2.058  -4.061  -0.181  0.1103
H  0.262  -4.533  -0.121  0.1199
H  0.211  -4.447  1.649  0.1269
C  -4.535  2.460  3.514  -0.0512
O  -3.171  2.871  3.770  -0.0703
C  -2.206  2.334  2.977  -0.2451
C  -2.499  1.501  1.873  0.0033
C  -1.458  1.017  1.102  -0.0663
C  -0.109  1.211  1.446  -0.2184
C  0.926  0.562  0.669  0.0848
C  1.013  0.769  -0.715  -0.1265
C  2.143  0.409  -1.578  -0.1186
C  3.457  0.047  -1.327  -0.0322
C  4.338  -0.086  -2.416  -0.0549
C  3.913  0.153  -3.738  -0.0526
C  2.593  0.563  -3.999  0.0072
C  1.756  0.697  -2.905  -0.1550
N  0.455  1.225  -2.865  -0.0575
C  -0.329  1.627  -4.014  0.0104
C  0.007  1.256  -1.582  0.0687
C  0.168  2.016  2.589  -0.0021
C  -0.851  2.617  3.304  0.0197
H  -5.134  3.021  4.240  0.1011
H  -4.845  2.717  2.489  0.0944
H  -4.651  1.377  3.678  0.1018
H  -3.534  1.269  1.597  0.1117
H  -1.700  0.437  0.219  0.0866
H  1.814  0.184  1.166  0.1329
H  3.790  -0.080  -0.295  0.1166
H  5.376  -0.384  -2.238  0.1134
H  4.614  0.034  -4.564  0.1127
H  2.222  0.753  -5.001  0.1082
H  0.245  1.428  -4.924  0.0877
H  -1.266  1.053  -4.032  0.1079
H  -0.585  2.699  -3.974  0.1114
H  -0.961  1.682  -1.334  0.1470
H  1.213  2.208  2.846  0.1246
H  -0.646  3.319  4.110  0.1278

---

(2)
Formula: C2H12N10
Source: the Open Molecules 2025 dataset
Level of theory: wB97M-V/def2-TZVPD

Summary:
Lowest unoccupied orbital energy (alpha / beta) = -8.5 / -8.5 eV
Energy above the lowest of the compared OMol25 structures with the same formula, charge and spin = 259.98 kJ/mol
E_HOMO (alpha / beta) = -17.0 / -17.0 eV
Frontier orbital gap (alpha / beta) = 8.49 / 8.50 eV
Net charge = +2
Electronic energy = -630.08466 Eh

Each line ends with the Löwdin charge.
Positions of all 24 atoms, in Å:
C  -2.522  -0.062  -0.417  -0.1079
C  -1.222  0.137  -1.027  -0.2617
N  -3.594  -0.247  -0.049  0.2759
N  -0.416  1.037  -0.429  -0.0977
N  -0.178  -1.535  1.177  0.0389
N  -0.654  -0.742  -1.806  0.2179
N  -0.783  2.123  0.386  0.1443
N  -0.651  -0.711  2.137  0.1533
N  1.852  1.904  -0.158  0.0393
N  1.460  -2.400  -0.145  0.1160
N  1.019  0.895  -0.442  -0.1075
N  0.999  -1.567  0.847  -0.0594
H  0.189  -0.696  -2.366  0.1422
H  -1.170  -1.391  -2.294  0.1216
H  -1.160  2.934  -0.084  0.1350
H  -1.490  1.925  1.036  0.0840
H  0.077  -0.189  2.651  0.1411
H  -1.346  -0.986  2.738  0.1002
H  1.463  2.400  0.620  0.0803
H  2.044  2.628  -0.952  0.1672
H  0.784  -2.974  -0.653  0.1283
H  2.339  -1.968  -0.658  0.1898
H  1.273  0.356  -1.337  0.1537
H  1.688  -0.872  1.226  0.2053

---

(3)
Formula: C10H8F6NO7RhS3
Source: the Open Molecules 2025 dataset
Level of theory: wB97M-V/def2-TZVPD

Summary:
Lowest unoccupied orbital energy = 4.8 eV
Energy above the lowest of the compared OMol25 structures with the same formula, charge and spin = 66.22 kJ/mol
E_HOMO = -1.1 eV
Frontier orbital gap = 5.91 eV
Net charge = -2
Electronic energy = -2871.58403 Eh

Each line ends with the Löwdin charge.
Positions of all 36 atoms, in Å:
Rh  0.796  1.099  0.428  0.6827
F  -2.706  -2.669  -2.953  0.1084
C  -1.437  -2.262  -3.131  -0.6792
F  -1.128  -2.461  -4.422  0.1112
F  -1.376  -0.964  -2.880  0.1501
S  -0.320  -3.245  -2.035  0.5560
O  -0.759  -2.916  -0.712  -0.2903
O  -0.509  -4.587  -2.517  -0.3110
N  1.128  -2.783  -2.417  -0.2999
S  1.904  -1.520  -1.875  0.5805
O  1.068  -0.498  -1.306  -0.3767
O  3.130  -1.891  -1.233  -0.2809
C  2.448  -0.811  -3.488  -0.6794
F  3.206  -1.689  -4.166  0.1095
F  3.178  0.280  -3.270  0.1388
F  1.408  -0.488  -4.254  0.1365
C  0.685  0.849  2.089  -0.2937
C  -0.157  0.240  3.131  -0.3360
C  -0.806  -0.970  2.858  -0.0515
C  -1.617  -1.563  3.810  -0.1035
C  -1.791  -0.967  5.056  -0.1326
C  -1.147  0.232  5.337  -0.1262
C  -0.336  0.830  4.383  -0.0832
H  -0.663  -1.417  1.879  0.1024
H  -2.119  -2.497  3.581  0.0930
H  -2.425  -1.432  5.802  0.0812
H  -1.280  0.706  6.304  0.0838
H  0.165  1.769  4.592  0.0959
C  0.148  4.563  -0.403  -0.1905
S  0.230  3.389  -1.743  0.3411
O  -0.601  3.931  -2.806  -0.3829
O  1.643  3.246  -2.054  -0.3826
O  -0.360  2.151  -1.158  -0.4927
H  0.599  5.499  -0.727  0.0457
H  0.694  4.135  0.436  0.0260
H  -0.897  4.710  -0.136  0.0501

---

(4)
Formula: C5H12N2O
Source: the Open Molecules 2025 dataset
Level of theory: wB97M-V/def2-TZVPD

Summary:
Structure (SMILES) = [H]/N=C(\C)[C@H](C)[C@@H](N)O
Lowest unoccupied orbital energy = 0.9 eV
Energy above the lowest of the compared OMol25 structures with the same formula, charge and spin = 142.88 kJ/mol
E_HOMO = -9.1 eV
Frontier orbital gap = 9.99 eV
Electronic energy = -382.44811 Eh

Each line ends with the Löwdin charge.
Positions of all 20 atoms, in Å:
C  -0.087  0.625  0.144  -0.2808
C  0.711  -0.403  0.917  -0.3533
C  -1.587  0.612  0.394  -0.0772
C  0.024  -1.461  1.724  -0.0203
C  0.260  0.300  -1.338  -0.5166
N  -0.619  1.015  -2.226  0.0705
N  1.984  -0.297  0.813  0.1271
O  1.600  0.502  -1.598  -0.0881
H  0.326  1.617  0.358  0.1535
H  0.035  -0.832  -1.377  0.1647
H  -0.720  0.509  -3.096  0.0759
H  -0.225  1.924  -2.446  0.0883
H  2.119  0.258  -0.670  0.0971
H  2.525  -1.008  1.297  0.0810
H  -2.023  -0.348  0.124  0.0819
H  -1.809  0.824  1.439  0.0756
H  -2.057  1.372  -0.223  0.0695
H  -0.776  -1.043  2.329  0.0777
H  -0.414  -2.200  1.058  0.0926
H  0.734  -1.966  2.379  0.0811

---

(5)
Formula: NO2
Source: the Open Molecules 2025 dataset
Level of theory: wB97M-V/def2-TZVPD

Summary:
Lowest unoccupied orbital energy (alpha / beta) = -10.3 / -10.1 eV
Energy above the lowest of the compared OMol25 structures with the same formula, charge and spin = 421.53 kJ/mol
E_HOMO (alpha / beta) = -19.7 / -19.6 eV
Frontier orbital gap (alpha / beta) = 9.41 / 9.50 eV
Net charge = +1
Electronic energy = -204.59817 Eh

Each line ends with the Löwdin charge.
Positions of all 3 atoms, in Å:
N  -0.217  -0.123  -0.079  0.3300
O  1.372  0.699  0.409  0.1562
O  -1.155  -0.575  -0.331  0.5138